(1)
75
Properties=species:S:1:pos:R:3 method="wB97M-V/def2-TZVPD" gap_ev=6.68 mol_weight_g_mol=993.9 fmax_ev_per_a=4.137 charge=-1 energy_ev=-204256.580 relative_energy_kcal_mol=20.5
Ta -0.38 -0.50 0.20
S -2.72 -2.62 -3.11
C -1.76 -1.99 -1.93
S -0.53 -0.80 -2.19
S -1.83 -2.47 -0.28
S 1.86 0.35 -0.46
C 1.68 1.99 -1.00
C 2.74 2.63 -1.64
C 2.66 3.96 -2.02
C 3.77 4.57 -2.68
N 4.68 5.04 -3.20
C 1.48 4.67 -1.75
C 0.41 4.04 -1.13
C 0.48 2.69 -0.77
S -0.88 1.90 -0.04
C 1.37 6.06 -2.08
N 1.24 7.18 -2.32
H 3.65 2.06 -1.82
H -0.49 4.60 -0.92
Cl 0.74 0.78 2.45
C -0.50 1.12 3.59
C -0.25 1.95 4.67
C -1.27 2.24 5.55
C -2.53 1.70 5.35
C -2.76 0.87 4.27
Cl -4.34 0.19 4.07
C -1.76 0.55 3.34
S -2.08 -0.49 1.99
H 0.75 2.35 4.81
H -1.09 2.90 6.39
H -3.34 1.92 6.04
C 4.61 -1.04 1.62
Si 3.13 -1.96 2.38
C 3.62 -3.76 2.82
C 2.78 -1.17 4.08
As 0.98 -2.17 1.26
Si 1.78 -3.85 -0.27
C 0.86 -4.05 -1.91
C 3.58 -3.51 -0.80
C 1.61 -5.56 0.56
H 5.35 -0.79 2.38
H 4.27 -0.12 1.15
H 5.11 -1.63 0.85
H 4.37 -3.81 3.61
H 3.97 -4.31 1.96
H 2.70 -4.24 3.18
H 3.54 -1.44 4.83
H 1.81 -1.52 4.43
H 2.74 -0.08 4.02
H 0.85 -3.11 -2.47
H -0.17 -4.36 -1.76
H 1.36 -4.80 -2.53
H 3.68 -2.45 -1.04
H 3.82 -4.09 -1.69
H 4.31 -3.74 -0.03
H 0.59 -5.92 0.41
H 1.78 -5.49 1.64
H 2.30 -6.30 0.14
O -5.17 0.62 -0.73
C -3.95 0.81 -1.23
O -2.99 0.24 -0.79
C -3.88 1.88 -2.33
N -5.25 2.29 -2.69
C -5.55 1.57 -3.94
C -4.25 1.58 -4.72
C -3.19 1.40 -3.63
H -3.33 2.71 -1.88
H -5.28 3.29 -2.87
H -5.75 1.24 -1.21
H -6.39 2.02 -4.45
H -5.82 0.54 -3.67
H -4.13 2.54 -5.23
H -4.20 0.78 -5.47
H -2.28 1.96 -3.83
H -2.91 0.35 -3.54

(2)
119
Properties=species:S:1:pos:R:3 method="wB97M-V/def2-TZVPD" gap_ev="5.98 / 5.98" mol_weight_g_mol=1194.2 fmax_ev_per_a=1.214 charge=+2 energy_ev=-127626.602 relative_energy_kcal_mol=5.3
Ir 0.21 0.72 -0.05
C 1.90 -5.58 4.79
S 2.21 -3.84 5.11
C 3.60 -3.51 3.98
C 3.32 -2.34 3.04
C 2.11 -2.61 2.17
N 1.57 -1.45 1.45
P 2.15 -0.37 0.31
C 3.23 0.85 1.12
C 4.49 0.51 1.61
C 5.25 1.44 2.30
C 4.78 2.73 2.49
C 3.55 3.09 1.97
C 2.78 2.16 1.30
C 3.22 -1.23 -0.85
C 2.84 -2.50 -1.29
C 3.63 -3.18 -2.20
C 4.78 -2.59 -2.70
C 5.15 -1.32 -2.28
C 4.37 -0.64 -1.36
P 0.09 -0.62 1.73
C -0.95 -2.09 2.07
C -0.84 -3.19 1.22
C -1.38 -4.41 1.58
C -2.05 -4.55 2.79
C -2.21 -3.45 3.62
C -1.68 -2.22 3.25
C 0.19 0.26 3.30
C 0.56 -0.41 4.47
C 0.75 0.30 5.64
C 0.57 1.68 5.65
C 0.18 2.34 4.50
C 0.00 1.64 3.32
H 1.12 -5.90 5.47
H 2.79 -6.18 4.99
H 1.57 -5.75 3.76
H 3.81 -4.42 3.42
H 4.48 -3.29 4.59
H 4.20 -2.19 2.41
H 3.18 -1.42 3.63
H 1.30 -2.98 2.80
H 2.34 -3.40 1.45
H 4.90 -0.47 1.43
H 6.22 1.15 2.68
H 5.38 3.45 3.03
H 3.18 4.10 2.09
H 1.81 2.47 0.92
H 1.92 -2.95 -0.94
H 3.34 -4.17 -2.53
H 5.40 -3.12 -3.41
H 6.04 -0.85 -2.67
H 4.67 0.35 -1.03
H -0.26 -3.11 0.30
H -1.27 -5.27 0.93
H -2.45 -5.51 3.08
H -2.74 -3.54 4.55
H -1.76 -1.38 3.93
H 0.70 -1.49 4.48
H 1.04 -0.22 6.54
H 0.72 2.23 6.57
H 0.03 3.41 4.52
H -0.31 2.15 2.42
O -1.04 2.43 -0.40
C -0.61 3.22 -1.43
C 0.14 2.32 -2.40
C 1.36 1.75 -2.11
C 1.81 0.90 -3.17
C 0.94 0.85 -4.20
S -0.44 1.82 -3.93
C -1.84 3.86 -2.09
C -3.22 3.67 -1.60
C -4.14 4.32 -2.57
C -3.53 4.97 -3.56
S -1.78 4.81 -3.44
C 0.28 4.36 -0.95
C 0.43 4.71 0.36
C 1.33 5.79 0.54
C 1.86 6.22 -0.64
S 1.27 5.32 -1.97
H 2.00 2.14 -1.33
H 2.76 0.39 -3.18
H 1.04 0.31 -5.13
H -3.36 2.56 -1.56
H -5.21 4.29 -2.44
H -3.95 5.54 -4.36
H -0.12 4.22 1.15
H 1.58 6.22 1.49
H 2.56 7.02 -0.81
C -4.23 -2.49 0.59
C -4.10 -0.99 0.39
C -4.32 -0.22 1.69
Sb -2.37 -0.17 -0.64
C -2.02 -1.82 -2.00
C -2.99 -1.61 -3.16
C -0.58 -1.94 -2.48
C -3.47 4.15 -0.12
C -4.91 3.84 0.28
C -3.15 5.63 0.04
H -5.21 -2.72 1.00
H -3.49 -2.85 1.30
H -4.12 -3.05 -0.34
H -4.84 -0.66 -0.35
H -3.55 -0.46 2.42
H -5.28 -0.48 2.14
H -4.31 0.86 1.53
H -2.29 -2.73 -1.46
H -2.72 -0.72 -3.74
H -4.02 -1.50 -2.83
H -2.96 -2.46 -3.84
H -0.31 -1.10 -3.12
H -0.45 -2.85 -3.06
H 0.14 -1.95 -1.65
H -2.79 3.56 0.49
H -5.61 4.58 -0.11
H -5.00 3.86 1.36
H -5.23 2.86 -0.06
H -3.79 6.25 -0.60
H -2.11 5.86 -0.20
H -3.33 5.93 1.07

(3)
9
Properties=species:S:1:pos:R:3 method="wB97M-V/def2-TZVPD" gap_ev=10.09 mol_weight_g_mol=149.4 fmax_ev_per_a=2.753 charge=0 energy_ev=-41734.699 relative_energy_kcal_mol=63.9
C -1.65 -0.88 -0.52
C 1.62 -0.95 0.05
O -1.27 -0.20 0.50
Cl -2.77 -2.13 -0.02
Cl 3.28 -1.05 -0.80
Cl 1.80 -0.37 1.70
H 1.42 -2.11 0.10
H 0.84 -0.38 -0.56
H -1.79 -0.22 1.32

(4)
21
Properties=species:S:1:pos:R:3 method="wB97M-V/def2-TZVPD" gap_ev=9.69 mol_weight_g_mol=278.0 fmax_ev_per_a=5.910 charge=0 energy_ev=-149577.242 relative_energy_kcal_mol=7.4
C -2.38 0.31 -0.41
C -1.51 0.38 -1.48
C -1.84 -0.09 0.83
C -0.19 0.37 -1.29
C -0.49 -0.24 1.04
C 0.25 0.12 -0.03
C 0.84 0.48 -2.44
C -0.09 -0.76 2.43
C 2.20 0.11 0.60
Br 3.09 1.71 0.37
Br 2.88 -1.50 -0.17
H -3.48 0.13 -0.60
H -1.93 0.61 -2.48
H -2.48 -0.26 1.72
H 0.62 -0.20 -3.32
H 0.79 1.45 -2.82
H 1.93 0.34 -2.04
H 0.60 -1.67 2.38
H 0.26 0.06 3.17
H -1.16 -1.13 2.85
H 2.09 -0.23 1.67

(5)
61
Properties=species:S:1:pos:R:3 method="wB97M-V/def2-TZVPD" gap_ev=9.27 mol_weight_g_mol=391.6 fmax_ev_per_a=0.366 charge=+1 energy_ev=-43279.017
C -7.53 -0.82 -1.48
O -6.97 -0.92 -2.77
C -5.95 -1.90 -2.92
C -4.65 -1.28 -3.37
C -3.98 -0.44 -2.28
C -2.81 0.37 -2.78
O -1.76 -0.56 -3.21
S -0.24 -0.24 -2.94
O 0.07 1.13 -3.28
O -0.25 -0.13 -1.26
C -0.88 -1.09 -0.50
C -0.76 -2.45 -0.78
C -1.43 -3.32 0.06
C -2.16 -2.82 1.13
C -2.18 -1.45 1.32
N -1.56 -0.59 0.51
H -7.80 -1.81 -1.08
H -8.43 -0.22 -1.56
H -6.85 -0.34 -0.77
H -6.29 -2.63 -3.66
H -5.80 -2.43 -1.97
H -3.97 -2.09 -3.68
H -4.83 -0.67 -4.26
H -4.70 0.24 -1.82
H -3.61 -1.13 -1.51
H -2.41 1.04 -2.02
H -3.09 0.95 -3.66
H -0.19 -2.81 -1.61
H -1.39 -4.39 -0.12
H -2.69 -3.46 1.81
H -2.73 -1.01 2.15
C 2.08 -0.66 1.50
C 3.15 0.15 0.80
N 2.97 1.65 0.87
C 1.67 2.00 0.19
C 4.04 2.32 0.03
C 5.49 2.18 0.48
C 2.87 2.21 2.27
C 3.96 1.90 3.28
O 4.03 0.52 3.53
C 5.28 0.08 4.05
H 1.11 -0.55 1.02
H 2.36 -1.71 1.42
H 2.00 -0.42 2.55
H 3.17 -0.08 -0.27
H 4.13 -0.07 1.22
H 1.68 1.59 -0.81
H 1.59 3.08 0.15
H 0.84 1.59 0.75
H 3.77 3.38 -0.01
H 3.91 1.90 -0.96
H 5.76 2.89 1.25
H 6.12 2.39 -0.38
H 5.74 1.17 0.82
H 1.92 1.85 2.66
H 2.80 3.29 2.15
H 3.65 2.43 4.19
H 4.93 2.30 2.99
H 5.79 0.87 4.61
H 5.93 -0.27 3.25
H 5.08 -0.75 4.73

(6)
70
Properties=species:S:1:pos:R:3 method="wB97M-V/def2-TZVPD" gap_ev=6.24 mol_weight_g_mol=798.3 fmax_ev_per_a=0.376 charge=-1 energy_ev=-144649.289
Ni 0.01 -0.01 0.01
S 3.58 3.28 -1.03
Sb 2.18 2.38 0.49
S 2.15 -0.01 0.55
S -0.04 2.12 -0.44
S 2.12 3.27 2.56
C -1.44 -3.14 0.16
N -2.52 -2.56 -0.61
C -3.16 -1.44 0.05
P -2.14 0.14 0.06
C -2.95 1.09 -1.26
C -3.60 2.30 -1.06
C -4.12 3.00 -2.14
C -3.99 2.50 -3.42
C -3.32 1.30 -3.64
C -2.79 0.61 -2.56
C -2.68 0.89 1.63
C -1.73 1.44 2.48
C -2.13 2.01 3.68
C -3.47 2.03 4.04
C -4.42 1.47 3.19
C -4.03 0.91 1.99
C -3.24 -3.32 -1.54
C -3.16 -4.71 -1.61
C -3.88 -5.42 -2.56
C -4.71 -4.77 -3.46
C -4.81 -3.39 -3.38
C -4.09 -2.67 -2.45
P 0.12 -2.17 -0.07
C 1.28 -3.12 0.95
C 0.93 -3.44 2.27
C 1.84 -4.07 3.10
C 3.11 -4.38 2.63
C 3.47 -4.05 1.33
C 2.56 -3.42 0.50
C 0.52 -2.63 -1.79
C 0.61 -3.96 -2.19
C 0.88 -4.29 -3.51
C 1.07 -3.28 -4.44
C 1.00 -1.95 -4.05
C 0.73 -1.62 -2.73
H -1.22 -4.16 -0.17
H -1.70 -3.19 1.22
H -3.37 -1.69 1.10
H -4.11 -1.23 -0.43
H -3.68 2.71 -0.06
H -4.61 3.95 -1.97
H -4.38 3.06 -4.26
H -3.18 0.92 -4.64
H -2.22 -0.30 -2.73
H -0.69 1.46 2.19
H -1.39 2.46 4.33
H -3.78 2.48 4.97
H -5.47 1.48 3.46
H -4.78 0.49 1.33
H -2.54 -5.27 -0.92
H -3.79 -6.50 -2.59
H -5.27 -5.33 -4.19
H -5.45 -2.85 -4.08
H -4.16 -1.59 -2.44
H -0.04 -3.17 2.66
H 1.57 -4.31 4.12
H 3.83 -4.86 3.28
H 4.47 -4.26 0.97
H 2.85 -3.14 -0.51
H 0.47 -4.76 -1.46
H 0.94 -5.33 -3.81
H 1.29 -3.53 -5.47
H 1.16 -1.16 -4.77
H 0.70 -0.58 -2.42